# 1
C41H33AsN3PtSe2 | the ωB97M-V functional and the def2-TZVPD basis

ORCA input file:
```
! wB97M-V def2-TZVPD RIJCOSX def2/J DEFGRID3
* xyz 1 3
Pt 0.04 -0.92 0.17
Se -2.27 -3.00 1.33
Se -0.31 -3.32 2.55
C 0.10 -1.55 3.22
C 0.26 -1.42 4.59
C 0.69 -0.20 5.10
C 0.91 0.85 4.22
C 0.70 0.64 2.87
N 0.31 -0.54 2.38
C -1.71 -3.39 -0.48
C -2.30 -4.46 -1.13
C -1.94 -4.72 -2.44
C -0.99 -3.92 -3.05
C -0.44 -2.87 -2.33
N -0.81 -2.60 -1.07
H 0.05 -2.26 5.24
H 0.83 -0.08 6.16
H 1.24 1.82 4.57
H 0.84 1.43 2.15
H -3.01 -5.08 -0.61
H -2.39 -5.55 -2.98
H -0.67 -4.09 -4.07
H 0.30 -2.21 -2.76
N 2.03 -1.06 0.05
C 3.16 -0.50 0.07
C 3.27 0.95 0.44
C 2.34 1.87 -0.03
C 2.38 3.19 0.39
C 3.36 3.60 1.30
C 4.29 2.68 1.76
C 4.25 1.37 1.33
C 4.40 -1.28 -0.19
C 5.48 -0.69 -0.82
C 6.62 -1.43 -1.10
C 6.68 -2.77 -0.75
C 5.60 -3.37 -0.11
C 4.46 -2.63 0.16
H 1.57 1.55 -0.73
H 1.66 3.90 0.01
H 3.39 4.63 1.63
H 5.05 3.00 2.47
H 4.98 0.65 1.70
H 5.44 0.36 -1.10
H 7.46 -0.97 -1.60
H 7.56 -3.35 -0.96
H 5.64 -4.41 0.17
H 3.61 -3.09 0.66
C -5.72 -1.86 -1.31
C -5.58 -1.22 -0.09
C -4.45 -0.45 0.18
C -3.46 -0.32 -0.79
C -3.60 -0.96 -2.02
C -4.73 -1.73 -2.27
As -1.77 0.57 -0.42
C -1.50 1.50 -2.08
C -2.50 2.29 -2.62
C -2.30 2.93 -3.84
C -1.10 2.76 -4.52
C -0.10 1.96 -3.99
C -0.30 1.32 -2.77
C -2.14 1.94 0.89
C -2.06 3.30 0.59
C -2.25 4.24 1.59
C -2.53 3.84 2.89
C -2.60 2.49 3.19
C -2.39 1.54 2.20
H -6.60 -2.46 -1.51
H -6.35 -1.31 0.67
H -4.36 0.05 1.13
H -2.84 -0.85 -2.78
H -4.83 -2.21 -3.24
H -3.44 2.41 -2.10
H -3.08 3.55 -4.26
H -0.94 3.26 -5.47
H 0.83 1.82 -4.52
H 0.46 0.68 -2.35
H -1.84 3.62 -0.42
H -2.18 5.30 1.35
H -2.69 4.58 3.66
H -2.81 2.17 4.21
H -2.41 0.49 2.45
*
```

HOMO-LUMO gap (alpha / beta) = 0.2522 / 0.2636 Ha
energy relative to the best compared isomer or geometry (same formula, charge and spin) = 0.00 kcal/mol
F_max = 0.36 eV Å⁻¹
E_tot = -8904.16772 hartree
E_HOMO (alpha / beta) = -9.7 / -10.4 eV
⟨S²⟩ = 2.0155



# 2
C3H3NO2 | the ωB97M-V functional and the def2-TZVPD basis

ORCA input file:
```
! wB97M-V def2-TZVPD RIJCOSX def2/J DEFGRID3
* xyz 0 1
O 2.21 -0.17 0.40
C 1.01 -0.35 0.36
N 0.35 -1.54 0.45
O -1.01 -1.23 0.24
C -1.22 -0.03 -0.12
C 0.06 0.72 -0.21
H 0.88 0.64 -1.17
H -2.28 0.23 -0.21
H -0.01 1.72 0.26
*
```

HOMO-LUMO gap (alpha / beta) = 0.2940 / 0.2940 Ha
energy relative to the best compared isomer or geometry (same formula, charge and spin) = 112.17 kcal/mol
F_max = 3.80 eV Å⁻¹
E_tot = -321.19890 hartree
E_HOMO (alpha / beta) = -9.1 / -9.1 eV



# 3
C5H8ClF2N | the ωB97M-V functional and the def2-TZVPD basis

ORCA input file:
```
! wB97M-V def2-TZVPD RIJCOSX def2/J DEFGRID3
* xyz 0 1
C 0.00 2.95 0.75
C 0.14 1.79 0.13
C -0.39 0.53 0.70
C -0.35 -0.95 -0.64
C 1.08 -1.42 -0.66
N -1.34 -1.87 -0.24
F 1.28 -2.33 -1.65
F 1.96 -0.43 -0.92
Cl 1.57 -2.21 0.87
H 0.41 3.86 0.35
H -0.52 3.04 1.69
H 0.68 1.73 -0.80
H 0.21 0.12 1.50
H -1.44 0.55 0.96
H -0.60 -0.45 -1.57
H -1.65 -2.47 -1.00
H -1.05 -2.43 0.55
*
```

HOMO-LUMO gap = 0.3711 Ha
energy relative to the best compared isomer or geometry (same formula, charge and spin) = 0.00 kcal/mol
F_max = 4.40 eV Å⁻¹
E_tot = -909.93696 hartree
E_HOMO = -9.3 eV



# 4
C18H27NO5 | the ωB97M-V functional and the def2-TZVPD basis

ORCA input file:
```
! wB97M-V def2-TZVPD RIJCOSX def2/J DEFGRID3
* xyz 0 1
C 1.59 3.60 -0.64
C 2.50 2.75 0.23
C 2.98 1.51 -0.52
C 3.77 0.56 0.37
C 4.11 -0.74 -0.36
O 2.93 -1.33 -0.91
C 2.09 -1.92 -0.06
O 2.33 -2.17 1.09
C 0.78 -2.19 -0.75
C -0.35 -1.38 -0.10
C -1.10 -0.36 -0.95
O -0.62 0.55 -1.59
N -2.42 -0.65 -0.86
C -3.44 0.20 -1.41
C -4.07 1.12 -0.35
C -3.01 1.94 0.38
O -2.38 1.12 1.34
C -1.24 1.73 1.91
C -2.75 -1.76 0.01
C -1.43 -2.48 0.15
C -0.93 -3.25 1.35
C 0.10 -3.94 0.90
C 0.18 -3.63 -0.58
O -1.17 -3.39 -0.91
H 1.20 4.45 -0.08
H 2.13 3.98 -1.50
H 0.75 3.01 -1.00
H 3.36 3.34 0.56
H 1.96 2.43 1.13
H 3.60 1.82 -1.37
H 2.11 0.99 -0.92
H 4.70 1.02 0.70
H 3.18 0.31 1.26
H 4.59 -1.45 0.33
H 4.76 -0.56 -1.22
H 0.87 -1.96 -1.81
H -0.03 -0.89 0.82
H -2.95 0.81 -2.18
H -4.21 -0.42 -1.87
H -4.77 1.80 -0.85
H -4.62 0.53 0.38
H -2.27 2.33 -0.33
H -3.48 2.80 0.89
H -0.49 1.94 1.15
H -1.51 2.66 2.42
H -0.85 1.02 2.64
H -3.51 -2.40 -0.45
H -3.11 -1.40 0.99
H -1.31 -3.14 2.35
H 0.79 -4.57 1.42
H 0.62 -4.38 -1.23
*
```

HOMO-LUMO gap = 0.3657 Ha
energy relative to the best compared isomer or geometry (same formula, charge and spin) = 20.47 kcal/mol
SMILES string = CCCCCOC(=O)[C@@H]1[C@H]2C(=O)N(CCCOC)C[C@]23C=C[C@H]1O3
F_max = 0.69 eV Å⁻¹
E_tot = -1133.03488 hartree
E_HOMO = -9.1 eV



# 5
C22H34K2O12PbPdS4 | the ωB97M-V functional and the def2-TZVPD basis

ORCA input file:
```
! wB97M-V def2-TZVPD RIJCOSX def2/J DEFGRID3
* xyz 5 4
K 3.48 -2.54 0.32
K -5.07 -1.14 0.89
Pd 3.79 0.65 -2.91
Pb -4.46 2.15 -1.71
C 0.25 1.50 -1.36
C -1.24 1.69 -1.09
C -1.98 0.36 -0.39
O -3.14 0.49 -0.05
C -1.07 -0.68 0.13
C 0.26 -0.53 0.09
C 0.93 0.52 -0.70
O 2.18 0.44 -1.06
O 0.95 -1.36 0.81
O -2.02 2.51 -1.60
H 0.62 2.33 -1.93
H -1.47 -1.46 0.77
C -0.92 3.32 -4.89
C -0.04 4.29 -5.74
C 1.42 3.94 -5.33
S 1.56 2.13 -5.39
O 2.36 1.64 -4.29
O 1.82 1.71 -6.78
C -0.19 1.93 -4.98
H -1.94 3.35 -5.27
H -0.96 3.70 -3.87
H -0.29 5.34 -5.67
H -0.14 4.17 -6.82
H 1.41 4.17 -4.27
H 2.27 4.42 -5.82
H -0.37 1.61 -3.96
H -0.73 1.22 -5.61
C -2.42 -5.05 -1.38
C -3.38 -6.09 -0.83
C -3.26 -6.23 0.76
S -2.89 -4.47 1.33
O -2.08 -4.31 2.48
O -4.18 -3.74 1.25
C -1.87 -4.13 -0.15
H -2.83 -4.49 -2.22
H -1.53 -5.52 -1.80
H -3.07 -7.08 -1.14
H -4.36 -5.80 -1.19
H -2.37 -6.74 1.11
H -4.14 -6.52 1.34
H -0.84 -4.46 0.02
H -1.79 -3.09 -0.46
C 4.08 2.39 1.28
C 2.89 1.98 2.20
C 3.40 1.40 3.50
S 4.82 0.31 2.84
O 4.22 -0.97 2.46
O 5.84 0.41 3.86
C 5.11 1.29 1.35
H 4.49 3.20 1.88
H 3.81 3.00 0.41
H 2.19 1.31 1.70
H 2.31 2.88 2.44
H 2.91 0.83 4.28
H 3.81 2.24 4.07
H 4.82 0.61 0.54
H 6.13 1.65 1.33
C 0.07 -0.36 3.93
C -0.15 1.04 3.39
C -1.71 1.44 3.29
S -2.65 0.04 3.98
O -3.77 -0.37 3.06
O -2.89 0.32 5.39
C -1.29 -1.08 3.95
H 0.31 -0.24 4.98
H 0.99 -0.71 3.47
H 0.54 1.17 2.55
H 0.39 1.77 3.99
H -1.86 1.32 2.22
H -2.13 2.44 3.39
H -1.44 -1.56 2.98
H -1.49 -1.91 4.62
*
```

HOMO-LUMO gap (alpha / beta) = 0.1556 / 0.1006 Ha
F_max = 7.07 eV Å⁻¹
E_tot = -4872.59884 hartree
E_HOMO (alpha / beta) = -20.5 / -20.5 eV
⟨S²⟩ = 3.8243



# 6
C5H14N2 | the ωB97M-V functional and the def2-TZVPD basis

ORCA input file:
```
! wB97M-V def2-TZVPD RIJCOSX def2/J DEFGRID3
* xyz 2 1
C 0.04 1.12 1.67
C 0.65 -0.26 1.43
N 2.15 -0.16 1.60
C 0.43 -0.89 -0.02
C -0.85 -0.38 -0.63
C -1.00 0.44 -1.71
N -1.91 -0.11 -2.78
H 0.55 1.65 2.44
H 0.14 1.71 0.70
H -1.07 1.08 1.71
H 0.21 -0.76 2.31
H 2.34 0.05 2.59
H 2.65 0.50 1.01
H 2.66 -1.09 1.47
H 0.26 -1.97 0.21
H 1.23 -0.68 -0.70
H -1.77 -0.75 -0.21
H -0.46 1.33 -1.98
H -1.25 -0.48 -3.48
H -2.58 0.56 -3.16
H -2.41 -0.93 -2.44
*
```

HOMO-LUMO gap = 0.3650 Ha
energy relative to the best compared isomer or geometry (same formula, charge and spin) = 38.07 kcal/mol
SMILES string = C[C@H]([NH3+])C/C=C/[NH3+]
F_max = 3.77 eV Å⁻¹
E_tot = -307.72780 hartree
E_HOMO = -17.8 eV



# 7
C2H3BrN2S | the ωB97M-V functional and the def2-TZVPD basis

ORCA input file:
```
! wB97M-V def2-TZVPD RIJCOSX def2/J DEFGRID3
* xyz 0 1
N 2.32 0.92 0.22
C 1.19 0.75 0.21
C -0.25 0.66 0.40
N -0.97 -0.27 -0.50
S -0.09 -1.12 -1.55
Br 0.68 -2.91 -0.04
H -0.35 0.37 1.48
H -0.51 1.74 0.31
H -2.02 -0.13 -0.53
*
```

HOMO-LUMO gap = 0.3040 Ha
energy relative to the best compared isomer or geometry (same formula, charge and spin) = 19.33 kcal/mol
SMILES string = N#CCNSBr
F_max = 2.07 eV Å⁻¹
E_tot = -3159.67553 hartree
E_HOMO = -9.5 eV



# 8
C4H12S2 | the ωB97M-V functional and the def2-TZVPD basis

ORCA input file:
```
! wB97M-V def2-TZVPD RIJCOSX def2/J DEFGRID3
* xyz 0 1
C -3.13 -0.11 -0.81
C -1.81 0.66 -1.36
S -0.15 -0.27 -0.68
H -2.95 -0.97 -0.33
H -3.63 0.64 -0.15
H -3.82 -0.19 -1.55
H -1.69 1.60 -0.89
H -1.64 0.70 -2.48
H -0.19 0.40 0.38
C 1.70 0.90 1.73
S 2.85 -0.58 1.63
C 2.54 -1.38 0.08
H 0.80 0.77 2.34
H 2.21 1.81 2.09
H 1.60 1.07 0.63
H 1.46 -1.68 -0.04
H 2.94 -2.51 0.18
H 2.92 -0.87 -0.78
*
```

HOMO-LUMO gap = 0.3377 Ha
energy relative to the best compared isomer or geometry (same formula, charge and spin) = 53.29 kcal/mol
SMILES string = CCS.CSC
F_max = 6.06 eV Å⁻¹
E_tot = -955.87953 hartree
E_HOMO = -8.4 eV



# 9
C48H56LuN2O3PS | the ωB97M-V functional and the def2-TZVPD basis

ORCA input file:
```
! wB97M-V def2-TZVPD RIJCOSX def2/J DEFGRID3
* xyz 0 1
Lu 0.05 0.25 0.01
C 0.33 2.88 -0.07
C -0.80 2.63 0.77
C -0.30 1.96 1.94
C 1.10 1.82 1.76
C 1.50 2.42 0.55
C 2.91 2.84 0.20
C 3.21 2.60 -1.29
C 3.94 2.09 1.05
C 3.04 4.34 0.50
C -0.93 1.66 3.31
C -2.06 0.62 3.23
C -1.40 2.96 3.97
C 0.12 1.05 4.26
C -2.12 3.32 0.38
C -2.32 3.23 -1.15
C -3.40 2.74 1.01
C -2.01 4.80 0.77
H 0.31 3.51 -0.95
H 1.79 1.44 2.50
H 3.15 1.53 -1.51
H 4.21 2.96 -1.54
H 2.49 3.13 -1.92
H 3.79 1.01 0.98
H 3.86 2.38 2.10
H 4.95 2.32 0.71
H 2.38 4.92 -0.15
H 4.07 4.68 0.34
H 2.77 4.54 1.54
H -2.86 0.91 2.56
H -2.49 0.45 4.22
H -1.63 -0.32 2.88
H -2.22 3.43 3.43
H -0.57 3.68 4.00
H -1.73 2.77 4.99
H 0.52 0.12 3.86
H -0.36 0.82 5.21
H 0.94 1.74 4.46
H -2.15 2.21 -1.50
H -1.65 3.90 -1.69
H -3.34 3.53 -1.40
H -3.53 1.70 0.73
H -4.26 3.30 0.64
H -3.40 2.82 2.10
H -1.15 5.26 0.30
H -1.91 4.92 1.85
H -2.91 5.34 0.45
C -7.16 0.10 -1.50
C -6.90 -0.88 -0.56
C -5.60 -1.16 -0.17
C -4.53 -0.46 -0.73
C -4.80 0.54 -1.66
C -6.10 0.82 -2.05
P -2.77 -0.77 -0.29
C -2.93 -2.47 0.40
C -2.93 -3.64 -0.35
C -3.01 -4.88 0.27
C -3.10 -4.96 1.65
C -3.14 -3.80 2.41
C -3.06 -2.57 1.78
C -2.06 -0.94 -1.98
C -2.70 -1.62 -3.01
C -2.10 -1.70 -4.26
C -0.89 -1.05 -4.47
C -0.29 -0.34 -3.44
C -0.83 -0.25 -2.15
H -8.17 0.31 -1.80
H -7.72 -1.44 -0.13
H -5.41 -1.93 0.56
H -3.98 1.10 -2.10
H -6.29 1.60 -2.77
H -2.89 -3.60 -1.43
H -3.01 -5.78 -0.33
H -3.13 -5.93 2.14
H -3.22 -3.86 3.49
H -3.09 -1.66 2.38
H -3.66 -2.09 -2.85
H -2.58 -2.24 -5.07
H -0.41 -1.10 -5.44
H 0.65 0.17 -3.67
N 0.14 -2.72 -0.96
N 0.36 -3.30 0.31
C 0.63 -2.44 1.40
O 1.37 -2.87 2.27
O 0.04 -1.30 1.36
H -0.75 -3.05 -1.32
H 0.86 -2.99 -1.62
H 0.88 -4.16 0.34
O 2.22 -0.44 -0.46
S 2.88 -1.80 -0.36
C 4.46 -1.56 0.46
C 4.60 -2.20 1.68
C 5.80 -2.06 2.38
C 6.82 -1.29 1.85
C 6.66 -0.65 0.62
C 5.48 -0.78 -0.08
C 3.54 -2.09 -2.01
C 3.38 -1.15 -3.00
C 3.89 -1.40 -4.26
C 4.53 -2.60 -4.53
C 4.67 -3.55 -3.53
C 4.17 -3.31 -2.26
H 3.77 -2.77 2.09
H 5.92 -2.55 3.33
H 7.75 -1.18 2.39
H 7.46 -0.04 0.22
H 5.35 -0.29 -1.04
H 2.86 -0.23 -2.77
H 3.78 -0.66 -5.04
H 4.93 -2.79 -5.52
H 5.16 -4.49 -3.74
H 4.27 -4.04 -1.47
*
```

HOMO-LUMO gap (alpha / beta) = 0.2887 / 0.2879 Ha
energy relative to the best compared isomer or geometry (same formula, charge and spin) = 0.00 kcal/mol
F_max = 1.26 eV Å⁻¹
E_tot = -4173.06379 hartree
E_HOMO (alpha / beta) = -7.6 / -7.6 eV



# 10
C11H12N6O4S | the ωB97M-V functional and the def2-TZVPD basis

ORCA input file:
```
! wB97M-V def2-TZVPD RIJCOSX def2/J DEFGRID3
* xyz 0 1
O 1.71 2.07 2.04
N 0.66 2.75 1.99
O 0.19 3.32 3.01
C -0.03 2.95 0.75
C -1.10 3.91 0.72
N -1.74 4.31 -0.38
C -1.34 3.76 -1.52
N -1.83 4.04 -2.77
O -1.02 3.29 -3.65
N -0.06 2.53 -2.91
O 0.74 1.83 -3.50
C -0.26 2.80 -1.56
C 0.39 2.35 -0.44
H -1.40 4.36 1.66
H 1.18 1.60 -0.50
C -1.81 -2.35 0.01
C -1.60 -0.93 0.50
N -0.23 -0.45 0.36
C 0.71 -1.33 0.34
S 2.41 -0.91 0.30
C 2.90 -2.64 0.16
C 1.72 -3.52 0.56
N 0.56 -2.69 0.31
C -0.74 -3.27 0.57
H -2.79 -2.73 0.30
H -1.76 -2.35 -1.09
H -2.24 -0.24 -0.06
H -1.91 -0.89 1.56
H 3.78 -2.81 0.78
H 3.15 -2.80 -0.89
H 1.77 -3.83 1.62
H 1.66 -4.43 -0.04
H -0.88 -3.41 1.66
H -0.77 -4.26 0.10
*
```

HOMO-LUMO gap = 0.2551 Ha
energy relative to the best compared isomer or geometry (same formula, charge and spin) = 94.04 kcal/mol
SMILES string = O=[N+]([O-])c1cnc2no[n+]([O-])c2c1.C1CN=C2SCCN2C1
F_max = 3.37 eV Å⁻¹
E_tot = -1453.78533 hartree
E_HOMO = -8.8 eV



# 11
C4H13N3O | the ωB97M-V functional and the def2-TZVPD basis

ORCA input file:
```
! wB97M-V def2-TZVPD RIJCOSX def2/J DEFGRID3
* xyz 0 1
N 1.85 2.24 -1.53
C 1.54 0.85 -1.70
C 0.30 0.45 -1.92
N -0.06 -0.92 -2.12
H 2.19 2.65 -2.39
H 2.59 2.35 -0.86
H 2.38 0.16 -1.70
H -0.51 1.17 -1.93
H -0.90 -0.97 -2.68
H -0.24 -1.40 -1.24
N -1.44 0.92 1.92
C -1.50 -0.51 1.60
C -0.11 -1.09 1.73
O -0.18 -2.46 1.34
H -2.37 1.30 1.97
H -0.99 1.42 1.16
H -1.88 -0.74 0.60
H -2.15 -1.00 2.32
H 0.23 -1.00 2.76
H 0.59 -0.53 1.10
H 0.65 -2.89 1.57
*
```

HOMO-LUMO gap = 0.3520 Ha
energy relative to the best compared isomer or geometry (same formula, charge and spin) = 51.16 kcal/mol
SMILES string = N/C=C/N.NCCO
F_max = 0.43 eV Å⁻¹
E_tot = -399.66576 hartree
E_HOMO = -8.6 eV



# 12
C5H8O2 | the ωB97M-V functional and the def2-TZVPD basis

ORCA input file:
```
! wB97M-V def2-TZVPD RIJCOSX def2/J DEFGRID3
* xyz 0 1
C -1.17 1.40 0.54
C -0.61 0.43 -0.46
O -1.48 0.20 -1.54
C 0.85 0.54 -0.80
C 0.32 -0.65 -0.05
C 0.73 -1.76 0.56
O 2.02 -2.23 0.78
H -1.24 2.38 0.05
H -0.50 1.51 1.39
H -2.12 1.06 0.94
H -1.91 -0.64 -1.34
H 1.47 1.29 -0.28
H 1.09 0.31 -1.84
H 0.02 -2.43 1.03
H 2.52 -1.43 1.03
*
```

HOMO-LUMO gap = 0.3651 Ha
energy relative to the best compared isomer or geometry (same formula, charge and spin) = 58.23 kcal/mol
SMILES string = C[C@@]1(O)C/C1=C\O
F_max = 1.42 eV Å⁻¹
E_tot = -345.71216 hartree
E_HOMO = -9.2 eV